(1)
{"formula": "C16H14N2O6SSc", "method": "ωB97M-V/def2-TZVPD", "e_lumo_ev": -4.9, "homo_lumo_gap_ev": 6.9, "charge": 1, "multiplicity": 1, "homo_energy_ev": -11.81, "symbols": ["Sc", "O", "C", "O", "C", "C", "C", "C", "C", "C", "C", "C", "C", "N", "H", "H", "H", "H", "H", "H", "N", "C", "C", "C", "C", "C", "C", "S", "O", "O", "O", "H", "H", "H", "H", "H", "H", "O", "H", "H"], "positions_angstrom": [[-0.006, 0.306, 1.000], [-0.369, -2.241, 4.024], [-0.315, -1.750, 2.943], [-0.022, -0.445, 2.734], [-0.573, -2.501, 1.642], [-0.885, -3.869, 1.681], [-1.106, -4.516, 0.488], [-1.010, -3.810, -0.724], [-1.213, -4.420, -1.989], [-1.097, -3.686, -3.132], [-0.770, -2.313, -3.072], [-0.569, -1.688, -1.873], [-0.689, -2.429, -0.671], [-0.485, -1.814, 0.521], [-0.936, -4.364, 2.639], [-1.347, -5.571, 0.474], [-1.456, -5.473, -2.030], [-1.246, -4.151, -4.095], [-0.671, -1.752, -3.991], [-0.295, -0.634, -1.856], [-1.875, 1.484, 0.774], [-0.940, 2.555, 0.648], [-0.832, 3.279, -0.521], [0.365, 3.989, -0.730], [1.398, 3.998, 0.253], [1.130, 3.436, 1.515], [0.031, 2.644, 1.661], [3.153, 4.205, -0.214], [3.311, 5.462, -0.868], [3.846, 3.972, 1.039], [3.147, 2.994, -1.046], [-2.439, 1.380, -0.068], [-2.501, 1.594, 1.571], [-1.613, 3.232, -1.269], [0.547, 4.491, -1.674], [1.895, 3.492, 2.281], [-0.089, 2.110, 2.588], [1.850, 0.793, -0.028], [2.175, 1.726, -0.097], [2.501, 0.286, -0.529]], "atomic_forces_ev_per_a": [[0.95, -0.06, -0.46], [-0.09, -0.28, -0.29], [0.12, 0.47, 0.21], [-0.11, -0.34, -0.35], [-0.14, -0.90, 0.82], [0.05, 0.22, -0.24], [0.06, 0.12, 0.39], [0.05, 0.26, -0.22], [0.03, 0.12, 0.07], [0.00, -0.01, 0.02], [0.02, 0.07, 0.01], [-0.02, -0.15, 0.05], [-0.08, -0.26, -0.59], [0.17, 0.84, 0.11], [0.00, 0.01, 0.01], [-0.01, -0.02, -0.02], [-0.01, -0.04, 0.01], [-0.01, -0.01, -0.02], [0.00, 0.00, -0.01], [-0.03, -0.08, 0.06], [-0.93, -0.35, 0.07], [0.37, 0.23, 0.21], [1.19, 0.53, -0.18], [0.33, -0.11, 0.78], [-1.26, -0.13, -0.07], [1.37, 0.67, -1.10], [-1.09, 0.00, -0.04], [-0.24, -0.33, 1.46], [0.03, -0.01, -0.34], [-0.19, 0.41, -0.42], [-0.05, -0.51, -0.48], [-0.05, 0.02, 0.18], [0.02, -0.15, -0.04], [0.05, 0.05, -0.09], [-0.01, -0.05, 0.03], [-0.01, 0.04, -0.03], [-0.36, -0.19, 0.66], [-0.72, -0.49, 0.35], [0.55, 0.50, -0.54], [0.06, -0.05, 0.01]]}

(2)
{"formula": "C16H15BCl4N2O", "method": "ωB97M-V/def2-TZVPD", "e_lumo_ev": -1.6, "homo_lumo_gap_ev": 6.9, "multiplicity": 1, "homo_energy_ev": -8.54, "symbols": ["Cl", "B", "Cl", "Cl", "O", "C", "C", "C", "C", "C", "Cl", "C", "C", "H", "H", "H", "H", "H", "C", "C", "C", "C", "C", "C", "C", "C", "N", "C", "N", "H", "H", "H", "H", "H", "H", "H", "H", "H", "H"], "positions_angstrom": [[0.205, -5.364, -2.170], [1.327, -3.881, -2.270], [3.022, -4.329, -2.874], [0.507, -2.553, -3.323], [1.448, -3.298, -0.887], [1.936, -2.136, -0.644], [2.194, -1.716, 0.721], [3.026, -0.603, 0.995], [3.245, -0.186, 2.310], [2.667, -0.905, 3.366], [2.852, -0.356, 4.979], [1.916, -2.067, 3.114], [1.707, -2.484, 1.804], [2.213, -1.530, -1.519], [3.481, -0.094, 0.147], [3.836, 0.700, 2.538], [1.491, -2.625, 3.944], [1.150, -3.403, 1.613], [-0.279, 3.891, -0.063], [-1.066, 2.639, -0.314], [-0.361, 1.434, -0.277], [-1.041, 0.244, -0.533], [-2.434, 0.280, -0.796], [-3.142, 1.483, -0.837], [-2.445, 2.681, -0.584], [-3.189, 3.983, -0.611], [-2.786, -1.049, -1.024], [-1.652, -1.814, -0.903], [-0.593, -1.070, -0.605], [-0.888, 4.798, -0.097], [0.208, 3.839, 0.920], [0.522, 3.986, -0.807], [0.705, 1.347, -0.060], [-4.210, 1.477, -1.070], [-4.238, 3.789, -0.829], [-3.135, 4.513, 0.343], [-2.808, 4.667, -1.373], [-3.704, -1.401, -1.276], [-1.687, -2.888, -1.048]], "atomic_forces_ev_per_a": [[0.39, 0.49, 0.22], [-0.52, -0.12, -1.07], [-0.39, 0.23, 0.24], [0.42, -0.38, -0.05], [0.96, 1.65, 1.27], [-0.73, -1.62, -0.47], [0.51, -0.22, 0.67], [-0.64, -0.40, -0.10], [-0.12, -0.18, -0.05], [-0.29, -0.32, -1.04], [0.08, 0.05, 0.14], [0.15, 0.16, -0.27], [-0.01, 0.29, 0.01], [-0.06, -0.01, 0.40], [-0.09, 0.14, 0.29], [-0.09, -0.27, -0.15], [0.13, 0.10, -0.15], [0.08, 0.37, -0.01], [0.31, 0.31, 0.10], [0.63, -0.43, 0.12], [-0.31, -0.48, -0.12], [-1.04, -0.28, -0.18], [0.48, 0.05, -0.10], [0.20, 0.07, 0.10], [-0.34, -1.06, -0.19], [-0.25, 0.11, -0.06], [-0.06, -0.03, -0.01], [0.47, 1.67, 0.36], [-0.51, -0.83, -0.07], [0.17, -0.18, 0.02], [-0.11, 0.11, -0.15], [-0.17, 0.08, 0.12], [-0.22, 0.43, -0.05], [0.32, 0.17, 0.12], [-0.02, 0.12, 0.01], [-0.01, -0.08, 0.01], [0.01, -0.08, -0.02], [0.42, 0.19, 0.12], [0.24, 0.18, 0.01]]}

(3)
{"formula": "C16H15BF4N5Pt", "method": "ωB97M-V/def2-TZVPD", "e_lumo_ev": [-2.9, -4.3], "homo_lumo_gap_ev": [9.1, 7.9], "charge": 1, "multiplicity": 3, "homo_energy_ev": [-11.99, -12.22], "symbols": ["Pt", "C", "N", "C", "C", "N", "C", "C", "C", "C", "C", "C", "N", "C", "N", "C", "C", "C", "C", "C", "C", "N", "H", "H", "H", "H", "H", "H", "H", "H", "H", "H", "H", "H", "H", "H", "H", "F", "B", "F", "F", "F"], "positions_angstrom": [[0.809, -0.741, 1.659], [-0.415, 2.045, 2.303], [-0.743, 0.652, 2.673], [-2.103, 0.201, 2.304], [-2.065, -0.493, 0.978], [-0.976, -1.076, 0.547], [-1.287, -1.669, -0.674], [-0.496, -2.408, -1.549], [-1.105, -2.871, -2.695], [-2.460, -2.609, -2.967], [-3.250, -1.879, -2.103], [-2.628, -1.417, -0.948], [-3.095, -0.659, 0.125], [0.368, 2.085, 1.029], [1.066, 1.062, 0.608], [1.714, 1.463, -0.559], [2.576, 0.766, -1.400], [3.070, 1.453, -2.487], [2.720, 2.792, -2.735], [1.867, 3.489, -1.903], [1.375, 2.789, -0.808], [0.510, 3.155, 0.222], [0.197, 2.470, 3.102], [-1.317, 2.657, 2.227], [-0.612, 0.527, 3.669], [-2.813, 1.032, 2.301], [-2.436, -0.510, 3.063], [0.541, -2.621, -1.327], [-0.534, -3.457, -3.401], [-2.896, -2.994, -3.877], [-4.292, -1.687, -2.315], [-4.035, -0.325, 0.261], [2.856, -0.259, -1.197], [3.751, 0.957, -3.165], [3.134, 3.292, -3.599], [1.606, 4.520, -2.095], [0.095, 4.061, 0.362], [2.283, -4.128, 2.555], [2.323, -2.834, 2.917], [2.686, -1.990, 1.752], [3.089, -2.494, 3.973], [0.923, -2.345, 3.170]], "atomic_forces_ev_per_a": [[0.13, 0.18, 0.24], [-0.04, -0.02, 0.09], [-0.14, 0.06, -0.01], [0.08, -0.01, 0.01], [0.03, 0.01, 0.08], [-0.22, -0.11, -0.12], [0.14, -0.01, 0.07], [-0.03, -0.01, -0.01], [-0.04, 0.00, -0.01], [0.00, 0.00, 0.00], [0.06, -0.02, 0.01], [-0.17, 0.06, -0.02], [0.10, -0.04, 0.00], [-0.01, 0.06, 0.03], [0.06, 0.10, -0.19], [0.03, -0.14, 0.07], [0.01, 0.01, -0.01], [-0.01, 0.04, -0.01], [0.01, -0.02, 0.00], [0.02, -0.06, 0.00], [-0.06, 0.16, -0.03], [0.03, -0.10, 0.01], [0.01, 0.00, -0.02], [0.00, 0.00, -0.02], [-0.02, 0.02, 0.00], [0.01, 0.00, -0.03], [0.00, -0.01, -0.02], [0.01, 0.01, 0.02], [0.00, 0.00, -0.01], [0.01, -0.01, -0.01], [-0.01, 0.01, 0.01], [-0.01, -0.01, -0.02], [-0.01, -0.01, 0.02], [0.00, 0.00, -0.01], [0.01, -0.01, -0.01], [-0.01, 0.01, 0.01], [0.00, 0.01, -0.01], [-0.01, -0.05, -0.02], [-0.02, 0.06, 0.00], [-0.06, -0.11, 0.02], [0.02, 0.00, 0.03], [0.08, -0.07, -0.16]]}